75
Properties=species:S:1:pos:R:3:forces:R:3 method="wB97M-V/def2-TZVPD" total_energy_ev=-87852.215 homo_lumo_gap_ev="8.1 / 8.1" multiplicity=5 charge=+2 lumo_energy_ev="-5.9 / -6.0" homo_ev="-14.0316 / -14.1766" s2=6.03
Cr 0.27635 -0.31383 0.14668 0.143 -0.006 -0.452
N 2.11721 -1.32208 -0.41993 0.136 -0.020 0.530
C 2.87672 -1.51915 0.82151 -0.325 0.081 -0.317
C 4.20267 -1.81573 0.84327 0.326 -0.078 -0.046
C 4.87983 -1.98124 2.07502 0.026 -0.016 -0.122
C 4.20505 -1.84591 3.25130 0.006 0.001 0.108
C 2.82579 -1.52164 3.24868 0.128 -0.029 0.183
C 2.07816 -1.32506 4.43058 0.140 -0.059 0.215
C 0.76177 -0.97696 4.36019 -0.155 0.028 0.028
C 0.16839 -0.82194 3.10050 0.126 0.033 -0.115
N 0.82183 -1.00499 1.96270 0.665 -0.288 0.761
C 2.16293 -1.35730 2.02763 -0.566 0.138 -0.209
H 2.72193 -0.94893 -1.14279 0.044 0.178 -0.091
H 1.81076 -2.22679 -0.77025 -0.041 -0.151 -0.056
H 4.74602 -1.93089 -0.09021 -0.019 -0.003 0.092
H 5.93521 -2.22336 2.07356 -0.069 0.023 -0.022
H 4.71406 -1.97483 4.20072 -0.053 0.013 -0.082
H 2.56586 -1.44942 5.39233 -0.028 0.010 -0.077
H 0.16710 -0.81593 5.24977 0.036 -0.007 -0.059
H -0.87807 -0.55643 3.01877 0.053 0.081 0.020
C -2.34151 2.30317 -0.20663 0.064 -0.127 -0.099
C -3.11172 0.97490 -0.23782 0.162 0.069 -0.090
P -2.12249 -0.54590 0.07584 -0.405 -0.120 -0.053
C -3.01000 -1.49398 1.33978 0.006 -0.086 0.011
C -2.30953 -2.44977 2.08128 -0.071 -0.055 -0.031
C -2.96990 -3.26395 2.99026 -0.024 0.030 -0.008
C -4.34127 -3.12868 3.16560 -0.014 -0.013 0.020
C -5.04881 -2.19083 2.42460 0.009 0.015 -0.002
C -4.38998 -1.37917 1.51110 -0.018 -0.049 0.040
C -2.21194 -1.59621 -1.42668 -0.042 0.053 -0.003
C -1.97254 -1.03560 -2.68473 0.003 -0.104 0.017
C -1.99146 -1.81908 -3.82936 0.010 -0.007 0.028
C -2.24186 -3.18165 -3.73143 -0.012 -0.036 -0.019
C -2.47639 -3.75120 -2.48727 0.015 -0.004 0.055
C -2.46058 -2.96699 -1.33874 -0.027 -0.069 0.033
C -1.38853 2.52677 -1.38870 -0.012 -0.117 0.118
P 0.23741 1.71543 -1.18839 -0.125 0.222 -0.186
C 1.08208 2.71441 0.07321 0.171 -0.077 -0.010
C 0.64741 3.96696 0.49706 -0.047 0.063 0.087
C 1.35969 4.66391 1.46407 0.020 -0.003 0.031
C 2.50892 4.11653 2.02116 -0.010 0.009 -0.002
C 2.95383 2.86621 1.60927 -0.076 -0.003 -0.038
C 2.24047 2.17169 0.64202 0.044 0.081 0.031
C 1.10964 1.95716 -2.74919 0.030 -0.155 -0.029
C 1.64548 3.19779 -3.09078 0.021 0.047 -0.040
C 2.25518 3.36629 -4.32509 0.014 0.003 -0.001
C 2.33654 2.30166 -5.21645 0.015 0.027 0.003
C 1.81530 1.06021 -4.87774 -0.017 -0.007 0.062
C 1.20447 0.88589 -3.64204 0.049 0.082 -0.011
H -1.79787 2.38663 0.73632 0.048 0.013 0.094
H -3.07516 3.10846 -0.19318 -0.048 0.026 -0.051
H -3.63466 0.84474 -1.18503 -0.055 0.033 -0.065
H -3.86590 1.00722 0.54385 -0.081 0.000 0.060
H -1.24166 -2.57262 1.94196 -0.085 -0.058 -0.069
H -2.41721 -4.00251 3.55980 -0.040 0.047 -0.052
H -4.86090 -3.76052 3.87615 0.028 0.043 -0.046
H -6.12032 -2.09369 2.55111 0.066 -0.009 -0.004
H -4.97094 -0.67403 0.92939 0.027 -0.038 0.012
H -1.79318 0.02215 -2.78945 0.024 0.222 0.006
H -1.82384 -1.36227 -4.79764 -0.010 -0.018 0.052
H -2.26844 -3.79524 -4.62532 0.006 0.054 0.090
H -2.68626 -4.81217 -2.40631 0.015 0.101 -0.003
H -2.66970 -3.43038 -0.38052 0.018 0.054 -0.071
H -1.19172 3.58371 -1.55187 -0.038 0.147 -0.012
H -1.82851 2.16967 -2.31622 -0.061 -0.083 -0.153
H -0.24866 4.41440 0.08604 0.046 0.003 0.012
H 1.01556 5.64140 1.78064 0.028 -0.062 -0.014
H 3.06093 4.66893 2.77188 -0.029 -0.031 -0.040
H 3.85684 2.44000 2.03084 -0.053 0.026 -0.031
H 2.62387 1.21493 0.29801 0.004 -0.002 -0.017
H 1.59877 4.03020 -2.39560 -0.012 -0.055 -0.033
H 2.67211 4.33010 -4.59177 -0.027 -0.063 0.012
H 2.81558 2.44056 -6.17775 -0.023 -0.001 0.040
H 1.88728 0.23067 -5.57236 -0.012 0.069 0.063
H 0.79649 -0.08385 -3.37720 -0.041 -0.013 0.014